Entry from the Open Molecules 2025 dataset: a cluster of 16 separate species, C85H203N19O16 in total in a non-equilibrium geometry (ωB97M-V/def2-TZVPD).

Last column: Mulliken charge in e.
Cartesian coordinates (Å):
C (2.424499, 5.844239, 5.895838)  -1.75
C (2.969929, 4.450069, 6.310588)  1.58
C (2.011669, 3.999069, 7.418098)  -1.54
C (1.986949, 2.438059, 7.659368)  -0.88
C (1.944289, 1.612379, 6.372818)  0.32
C (3.027119, 2.108549, 5.308708)  2.07
N (2.980249, 3.589539, 5.119278)  0.99
O (3.815269, 4.113909, 4.091658)  -0.42
C (4.422199, 1.467589, 5.668328)  -1.99
C (2.576779, 1.427709, 3.920808)  -1.17
C (4.427919, 4.700009, 6.789718)  -1.75
H (2.019419, 6.504799, 6.662438)  0.40
H (1.505009, 5.721679, 5.323468)  0.23
H (3.072369, 6.521879, 5.339808)  0.33
H (2.276149, 4.470549, 8.364588)  0.52
H (0.977819, 4.315389, 7.279548)  0.43
H (1.199249, 2.121419, 8.343018)  0.51
H (2.954789, 2.190779, 8.095538)  0.26
H (0.906619, 1.714209, 6.055088)  -0.24
H (2.178559, 0.565149, 6.563968)  -0.39
H (4.448759, 0.525709, 5.120358)  0.39
H (5.172809, 2.112759, 5.211788)  0.39
H (4.539939, 1.287749, 6.736918)  0.35
H (2.968049, 1.922679, 3.031988)  0.24
H (2.794909, 0.370419, 3.770268)  -0.07
H (1.505379, 1.594839, 3.810118)  -0.01
H (4.774219, 3.848649, 7.375688)  0.35
H (4.536049, 5.569129, 7.438588)  0.49
H (5.257389, 4.856809, 6.100158)  0.21
H (3.448529, 3.863239, 3.240618)  0.18
C (2.044149, 1.702689, -4.360762)  -1.23
C (2.274599, 0.939669, -5.621522)  2.38
C (1.975519, 1.870449, -6.792632)  -1.09
C (3.215289, 2.708439, -7.284622)  -0.80
C (4.497169, 1.791639, -7.422972)  -1.61
C (4.824339, 0.939819, -6.165002)  1.58
N (3.579109, 0.258049, -5.705692)  0.05
O (3.860819, -0.505191, -4.549552)  0.72
C (5.747919, -0.178931, -6.660462)  -1.66
C (5.485999, 1.916019, -5.156042)  -1.43
C (1.165109, -0.118401, -5.627612)  -2.39
H (2.789689, 2.496599, -4.316452)  0.58
H (2.246349, 1.131899, -3.454442)  -0.42
H (1.030669, 2.085669, -4.241272)  0.05
H (1.669979, 1.347899, -7.699102)  0.48
H (1.309219, 2.677879, -6.489002)  0.22
H (3.413129, 3.574699, -6.653302)  0.31
H (3.035989, 3.114069, -8.280322)  0.48
H (5.361699, 2.391929, -7.706392)  0.55
H (4.392429, 1.194079, -8.328542)  0.43
H (6.061389, -0.718351, -5.766682)  0.15
H (5.263229, -0.939691, -7.272352)  0.37
H (6.468509, 0.208209, -7.380862)  0.41
H (5.808869, 1.278899, -4.332682)  0.10
H (6.429149, 2.297289, -5.547442)  0.45
H (4.897809, 2.729159, -4.730682)  0.34
H (0.174419, 0.319859, -5.507002)  0.36
H (1.222649, -0.889171, -4.859042)  0.26
H (1.130819, -0.789741, -6.485652)  0.52
H (3.589879, -1.384611, -4.823072)  -0.20
C (-4.344801, 6.156889, -0.718632)  -2.23
C (-5.756191, 5.931519, -1.301772)  1.76
C (-6.518681, 4.988529, -0.258882)  -0.57
C (-7.842361, 4.671309, -0.688872)  -0.70
C (-8.675761, 5.952449, -0.876432)  -1.23
C (-8.043531, 7.154779, -1.709232)  1.31
N (-6.569441, 7.216189, -1.315162)  0.46
O (-5.897211, 8.272589, -1.799242)  -0.51
C (-8.331531, 6.809079, -3.193362)  -1.66
C (-8.845151, 8.440339, -1.209132)  -1.84
C (-5.514141, 5.369239, -2.702262)  -1.03
H (-4.393401, 6.536179, 0.302098)  0.53
H (-3.800811, 6.970019, -1.199242)  0.44
H (-3.838591, 5.193109, -0.664012)  0.34
H (-5.993041, 4.046129, -0.104942)  -0.39
H (-6.428431, 5.565179, 0.661668)  0.58
H (-8.356021, 3.918179, -0.091322)  0.54
H (-7.840371, 4.293459, -1.711282)  0.17
H (-8.791981, 6.337659, 0.136588)  0.41
H (-9.650681, 5.734439, -1.312432)  0.45
H (-7.890951, 5.834859, -3.405242)  0.38
H (-9.400181, 6.967799, -3.337842)  0.46
H (-7.873321, 7.558849, -3.838332)  0.35
H (-8.542401, 8.665259, -0.186462)  0.44
H (-8.581361, 9.259959, -1.877522)  0.42
H (-9.929141, 8.346079, -1.273732)  0.36
H (-4.530231, 4.906689, -2.780132)  -0.24
H (-5.556941, 6.059669, -3.544622)  0.37
H (-6.244391, 4.601529, -2.958142)  0.27
H (-5.853671, 8.863979, -1.044282)  0.35
C (2.234419, -2.329771, 5.283698)  -1.77
C (0.907649, -2.810401, 5.872938)  2.21
C (1.287099, -3.232491, 7.335138)  -1.74
C (0.226679, -3.183061, 8.361718)  -0.78
C (-0.419291, -1.806591, 8.406688)  -1.30
C (-0.970051, -1.414161, 7.038808)  1.97
N (0.064749, -1.605311, 5.976748)  -0.36
O (-0.156321, -1.028771, 4.754098)  1.06
C (-2.223981, -2.139841, 6.629298)  -1.72
C (-1.333171, 0.016239, 7.313618)  -1.98
C (0.389329, -4.145231, 5.240838)  -1.87
H (2.962159, -3.140771, 5.311548)  0.63
H (2.667949, -1.454311, 5.767148)  0.27
H (2.202149, -2.207631, 4.201038)  -0.07
H (1.796179, -4.191531, 7.239328)  0.45
H (2.026759, -2.519181, 7.698698)  0.46
H (0.851829, -3.283371, 9.248978)  0.47
H (-0.555601, -3.930291, 8.228358)  0.34
H (0.335479, -1.061351, 8.657778)  0.30
H (-1.181411, -1.856781, 9.184348)  0.40
H (-2.240041, -3.229311, 6.599058)  0.24
H (-3.060831, -1.788741, 7.233038)  0.46
H (-2.398371, -1.874791, 5.586498)  0.23
H (-0.455601, 0.648049, 7.450618)  0.06
H (-1.933241, 0.491699, 6.537758)  0.38
H (-1.928981, 0.251269, 8.195598)  0.44
H (0.002919, -4.019831, 4.229368)  0.05
H (-0.405221, -4.606051, 5.827728)  0.42
H (1.147339, -4.889971, 4.998198)  0.54
H (0.430969, -0.276301, 4.856448)  0.01
C (-2.708411, -1.486281, 1.092818)  -1.96
C (-1.288741, -1.247851, 0.534418)  3.06
C (-1.154851, -2.117851, -0.778332)  -0.60
C (-0.003231, -1.772471, -1.641972)  -0.94
C (0.173979, -0.308421, -1.884002)  0.90
C (0.234459, 0.577479, -0.585792)  2.99
N (-0.994431, 0.163009, 0.156258)  0.52
O (-1.167451, 0.908239, 1.305568)  0.89
C (1.531609, 0.494529, 0.144488)  -0.29
C (0.040899, 2.074819, -1.081702)  -1.06
C (-0.251691, -1.871951, 1.512238)  -1.05
H (-2.641891, -1.120681, 2.117518)  0.40
H (-3.128931, -2.491881, 1.098458)  0.09
H (-3.566841, -1.166211, 0.502258)  -0.17
H (-0.931531, -3.181021, -0.689502)  -0.57
H (-2.123951, -2.050691, -1.272742)  -0.20
H (-0.132161, -2.290731, -2.592172)  0.26
H (0.889219, -2.151351, -1.143892)  -0.06
H (-0.590251, 0.028299, -2.584482)  0.08
H (1.139259, -0.339991, -2.389302)  -0.69
H (2.312549, 1.201519, -0.135502)  -0.61
H (1.374509, 0.836099, 1.167598)  -0.31
H (1.859969, -0.543491, 0.197388)  0.19
H (0.896739, 2.507069, -1.600162)  0.44
H (-0.778691, 2.239239, -1.781242)  -1.20
H (-0.310531, 2.679989, -0.246022)  -0.12
H (-0.553601, -2.822921, 1.951098)  0.44
H (-0.200451, -1.218321, 2.383008)  -0.22
H (0.720889, -2.059801, 1.057388)  -0.02
H (-0.500501, 0.442429, 1.815258)  -0.48
C (0.209379, -10.242531, 0.027938)  -1.64
C (-0.182151, -9.180151, 1.166338)  1.46
C (1.056979, -8.334591, 1.513428)  -1.63
C (0.862539, -6.875701, 2.044228)  -0.59
C (-0.383881, -6.178131, 1.549018)  0.78
C (-1.652361, -6.970991, 1.195098)  1.68
N (-1.285601, -8.274881, 0.592338)  0.81
O (-2.368741, -8.993151, 0.059838)  -0.50
C (-2.548621, -7.024361, 2.417948)  -2.00
C (-2.254841, -6.092121, 0.001448)  -1.51
C (-0.671801, -9.946111, 2.463908)  -1.83
H (-0.679581, -10.633841, -0.466752)  0.37
H (0.950459, -10.938681, 0.420738)  0.41
H (0.678219, -9.618861, -0.733192)  0.29
H (1.667829, -8.791121, 2.292238)  0.45
H (1.847609, -8.315811, 0.763328)  0.43
H (1.739479, -6.262041, 1.838068)  0.39
H (0.837459, -7.007591, 3.125928)  0.24
H (0.017939, -5.619601, 0.703628)  -0.54
H (-0.634271, -5.506671, 2.370328)  -0.40
H (-3.425561, -7.638131, 2.212078)  0.43
H (-2.053741, -7.572221, 3.219848)  0.42
H (-2.818411, -6.098641, 2.926228)  0.36
H (-1.517291, -5.866571, -0.768772)  0.26
H (-2.897441, -6.776381, -0.552582)  0.75
H (-2.683931, -5.157711, 0.363218)  -0.30
H (-1.710641, -10.264881, 2.378518)  0.33
H (-0.522331, -9.387281, 3.387738)  0.35
H (-0.134151, -10.889371, 2.560308)  0.50
H (-2.261641, -8.764211, -0.866292)  0.30
C (6.259229, -3.413621, -2.441282)  -0.77
C (5.762429, -2.704811, -1.161172)  1.16
C (5.548619, -3.577261, 0.043568)  -1.08
O (4.756499, -2.664721, 0.847188)  0.11
C (4.795979, -2.761651, 2.261448)  -0.74
N (6.666589, -1.706941, -0.974232)  -0.67
H (5.338269, -3.903231, -2.757862)  0.01
H (7.002569, -4.204211, -2.338832)  0.28
H (6.494949, -2.595601, -3.122012)  0.29
H (4.775939, -2.285751, -1.359462)  -0.20
H (6.483669, -3.828341, 0.544308)  0.44
H (4.942369, -4.466681, -0.128212)  0.18
H (5.740289, -3.082201, 2.701488)  0.40
H (3.973539, -3.310331, 2.720398)  0.15
H (4.548089, -1.725271, 2.490718)  0.09
H (6.529869, -1.057731, -0.212692)  0.17
H (6.616909, -1.204941, -1.849242)  0.20
C (-6.862191, 0.000329, -0.152062)  -1.06
C (-7.661221, -1.143711, 0.413818)  0.73
C (-7.414521, -2.460041, -0.334842)  -1.28
O (-6.003381, -2.895891, -0.117952)  -0.04
C (-5.884661, -4.299641, -0.477512)  -0.65
N (-7.311411, -1.317031, 1.780088)  -0.88
H (-5.821461, 0.040689, 0.169418)  0.08
H (-7.425251, 0.882449, 0.152808)  0.29
H (-6.838031, -0.167091, -1.228862)  0.29
H (-8.719301, -0.981501, 0.208288)  0.41
H (-7.623211, -2.351361, -1.399142)  0.34
H (-7.992711, -3.226541, 0.181158)  0.59
H (-5.154871, -4.633331, 0.260158)  0.27
H (-5.253631, -4.510491, -1.340902)  0.00
H (-6.769031, -4.926891, -0.589602)  0.45
H (-6.671841, -0.572821, 2.019238)  0.29
H (-6.743241, -2.149071, 1.709468)  0.31
C (-3.731721, 2.744579, 3.587118)  -0.88
C (-2.744911, 3.560299, 4.438138)  1.94
C (-1.743501, 4.553849, 3.795998)  -0.81
O (-1.272651, 4.164879, 2.550798)  0.12
C (-0.054641, 4.728419, 2.277118)  -0.92
N (-3.560641, 4.280129, 5.369268)  -0.71
H (-3.255191, 1.817609, 3.268138)  -0.07
H (-3.862201, 3.180729, 2.596738)  -0.08
H (-4.726811, 2.580489, 4.000588)  0.52
H (-2.077261, 2.798849, 4.841278)  -0.74
H (-1.078741, 4.678179, 4.650828)  0.07
H (-2.208091, 5.524849, 3.624488)  0.24
H (0.801799, 4.300789, 2.798398)  0.38
H (-0.099921, 5.810599, 2.154948)  0.53
H (0.140909, 4.578749, 1.215298)  -0.01
H (-3.970851, 5.145109, 5.047348)  0.20
H (-4.311551, 3.780319, 5.823618)  0.28
C (-2.335801, -4.898161, -3.613752)  -0.94
C (-2.340551, -3.862321, -4.858382)  0.03
C (-3.150851, -2.589761, -4.518092)  0.03
O (-4.234131, -2.873561, -3.711082)  -0.44
C (-4.885961, -1.727311, -3.074312)  -0.39
N (-0.948921, -3.554371, -5.362742)  -0.44
H (-2.003531, -5.887321, -3.928782)  0.34
H (-3.356321, -4.895511, -3.230832)  0.37
H (-1.635991, -4.665541, -2.811102)  0.03
H (-2.813621, -4.284121, -5.745162)  0.29
H (-3.426231, -1.945991, -5.353462)  0.58
H (-2.538971, -1.912641, -3.922092)  -0.42
H (-4.566531, -1.416721, -2.079532)  -0.05
H (-5.859121, -2.128021, -2.790582)  0.08
H (-5.062731, -0.876311, -3.732072)  0.51
H (-0.569971, -4.320271, -5.901152)  0.29
H (-0.880641, -2.767381, -5.992092)  0.20
C (3.476619, 7.250679, -2.349552)  -1.76
C (2.625959, 6.572809, -1.258802)  1.41
C (2.903329, 7.217329, 0.070058)  -0.70
O (4.152299, 6.883369, 0.511908)  -0.19
C (4.592269, 7.563439, 1.677868)  -0.98
N (1.376369, 6.783619, -1.808682)  -0.57
H (3.451109, 8.340269, -2.333982)  0.31
H (3.475649, 6.894039, -3.379562)  0.46
H (4.512639, 7.016759, -2.104502)  0.41
H (2.658459, 5.502359, -1.055872)  -0.23
H (2.187629, 6.781389, 0.767078)  -0.10
H (2.773399, 8.296409, 0.152478)  0.67
H (5.647569, 7.318219, 1.797518)  0.28
H (4.076549, 7.512419, 2.636788)  0.30
H (4.590849, 8.613049, 1.383908)  0.41
H (1.292599, 6.498779, -2.774062)  0.28
H (0.480179, 6.516159, -1.427342)  0.18
C (4.098449, -5.436761, -5.919902)  -1.59
C (2.963469, -4.504051, -5.677222)  0.35
C (2.510619, -4.369601, -4.181052)  0.81
O (2.263879, -5.576541, -3.551562)  -0.64
C (2.007949, -5.455591, -2.159742)  -0.94
N (3.123639, -3.217161, -6.364742)  -0.28
H (4.926779, -5.304291, -5.223902)  0.20
H (4.344509, -5.471821, -6.981192)  0.48
H (3.805079, -6.485871, -5.882572)  0.32
H (2.106579, -4.840151, -6.261072)  0.29
H (1.743169, -3.599651, -4.101752)  -0.24
H (3.285919, -3.806161, -3.661862)  -0.02
H (1.343369, -4.680741, -1.777592)  0.41
H (2.999659, -5.551421, -1.717672)  0.40
H (1.583699, -6.388581, -1.788712)  0.18
H (2.285319, -2.671131, -6.503182)  -0.06
H (3.462539, -3.508611, -7.270442)  0.30
C (4.938009, 2.749019, -1.416632)  -1.09
C (5.220809, 2.938409, 0.136328)  0.59
C (6.607819, 3.588339, 0.369978)  -1.04
O (7.670929, 2.931359, -0.307152)  -0.42
C (8.122819, 1.779639, 0.466288)  -0.57
N (4.061079, 3.730799, 0.628038)  0.37
H (5.676579, 2.014389, -1.737452)  0.42
H (4.939089, 3.698869, -1.951302)  0.36
H (3.972819, 2.292179, -1.635292)  0.11
H (5.108469, 1.989939, 0.661578)  0.24
H (6.803589, 3.713489, 1.434918)  0.54
H (6.648829, 4.582439, -0.075192)  0.16
H (8.657319, 2.075139, 1.369108)  0.33
H (8.744229, 1.179819, -0.198682)  0.31
H (7.327849, 1.115309, 0.805098)  0.12
H (3.168969, 3.393619, 0.295548)  -0.02
H (4.058879, 4.588319, 0.094408)  -0.43
C (-1.307691, 4.561039, -3.889672)  0.41
O (-0.406511, 4.823329, -3.195052)  -0.42
N (-1.905891, 3.421169, -3.901012)  0.21
N (-1.533171, 5.309609, -4.948212)  -0.47
H (-2.751981, 3.281809, -4.434702)  0.18
H (-1.620321, 2.650419, -3.314082)  -0.47
H (-2.447741, 5.214029, -5.365972)  0.15
H (-1.033031, 6.173329, -5.103012)  0.23
C (-0.605801, -7.724651, -5.467132)  0.71
O (-0.666321, -6.923911, -6.375962)  -0.66
N (0.149329, -7.591771, -4.404752)  -0.10
N (-1.438971, -8.697081, -5.333172)  -0.45
H (-0.151031, -8.262371, -3.711802)  0.03
H (0.720899, -6.762301, -4.331402)  0.20
H (-2.169581, -8.719351, -6.030172)  0.25
H (-1.603551, -9.272261, -4.519432)  0.13
C (-3.807151, 1.650899, -1.955482)  -0.23
O (-4.729431, 2.125309, -2.625552)  -0.75
N (-2.995901, 0.865489, -2.451812)  1.35
N (-3.469031, 1.842079, -0.701352)  1.48
H (-3.341831, 0.612869, -3.366472)  0.24
H (-2.587671, 0.187239, -1.824562)  -1.38
H (-4.042661, 2.429359, -0.113022)  0.02
H (-2.683651, 1.362309, -0.285312)  -0.68

Atoms 1-3, force components in eV/Å:
-1.01 0.59 -0.67
1.19 2.44 -0.95
-0.34 -2.23 0.42

Calculated values
* frontier orbital gap: 7.837 eV
* HOMO level: -7.80 eV
* total charge: 0